DFT (ωB97M-V/def2-TZVPD) results for a molecular structure, C22H12F5IN2O6SeV at a distorted geometry.

Output
net charge	-1
HOMO-LUMO gap (alpha / beta)	7.20 / 7.30	eV
multiplicity	3
DFT total energy	-5549.14128	Ha
E_HOMO (alpha / beta)	-0.191 / -0.196	hartree
maximum force	2.76	eV Å⁻¹

```
50
C22H12F5IN2O6SeV | OMol25 | ωB97M-V/def2-TZVPD
C 1.412 -1.524 1.373
C -3.778 0.867 -2.086
O -1.562 2.363 -0.178
C 1.769 -2.544 2.261
N 0.212 4.450 -2.332
H -0.059 -1.477 4.957
H 3.028 0.718 -2.527
H 2.486 -3.285 1.947
Se -2.850 -1.745 0.750
C 0.304 -1.496 3.932
O 3.270 0.946 -1.620
F -0.082 -5.806 2.669
F 1.776 -5.737 0.645
C 1.164 -2.542 3.552
C 0.938 1.160 0.201
O -4.795 1.134 -2.688
C -2.116 4.667 -1.616
H 3.750 2.949 -2.329
C 1.758 2.909 -1.475
H 1.914 0.962 0.577
C 3.193 2.397 -1.546
C 0.494 -0.540 1.704
C -2.387 0.637 -2.773
N 0.025 0.431 0.745
H -2.884 4.106 -2.101
C -0.368 -2.980 -0.262
C 0.024 -0.509 3.036
C 0.761 2.329 -0.678
O -1.415 0.456 -1.914
H 2.203 4.375 -2.901
C -1.203 -3.938 1.741
C -0.733 4.069 -1.551
C -0.514 2.892 -0.770
F -0.296 -1.887 -1.035
V -1.975 0.574 -0.151
C -0.139 -4.850 1.722
H 1.835 -1.491 0.384
H -2.061 5.628 -2.079
O -3.663 0.778 -0.783
I -0.937 1.212 3.758
H 1.467 -3.302 4.291
C 1.439 3.969 -2.261
C 0.681 -3.847 -0.327
F 1.682 -3.735 -1.211
H 3.746 2.674 -0.618
C -1.385 -2.994 0.709
H -2.541 4.773 -0.611
O -2.319 0.584 -3.981
C 0.796 -4.804 0.692
F -2.066 -3.975 2.760
```